Computed, not measured: C4H7N3O2 in the gas phase at a distorted geometry, with ωB97M-V/def2-TZVPD.

Computed properties:
Electronic energy, eV: -12822.2011
Relative energy (zero: lowest compared OMol25 entry of this formula, charge and spin), eV: 5.329
Molar mass, g/mol: 129.12
Kohn-Sham gap, eV: 9.859
Max |F|, eV Å⁻¹: 4.6

Geometry (Å):
C  -1.02242  -1.54490  0.18673
N  -0.44264  -0.26555  0.22131
C  -0.92970  0.93418  0.99901
N  -0.29256  2.09429  0.46581
C  0.46770  1.73830  -0.44060
C  0.48763  0.13375  -0.72796
N  1.92973  -0.44864  -0.49134
O  2.66701  -0.51695  -1.39347
O  2.14929  -0.79125  0.59932
H  -0.43561  -2.28846  0.82882
H  -2.09028  -1.54288  0.51511
H  -0.95627  -1.96266  -0.86373
H  -0.55442  0.82558  2.03412
H  -1.99679  1.16508  1.01250
H  0.81361  2.38338  -1.24023
H  0.20572  0.08673  -1.70541

Forces on atoms 1 to 3 (eV/Å):
-0.143 -2.289 0.051
-0.214 2.388 0.058
1.126 -1.206 1.483

Here are the Mulliken charges for atoms 1 to 4, given in e:
1. C -0.92
2. N 0.15
3. C -0.48
4. N -0.47